The following is a quantum chemistry calculation of C40H54BrGeN3O2S4SbTa as an isolated structure at a distorted geometry, from the OMol25 dataset.

Values from the calculation:
Energy above the lowest of the compared OMol25 structures with the same formula, charge and spin = 0.0 kcal/mol
Lowest unoccupied orbital energy = -0.08 eV
HOMO-LUMO gap = 7.221 eV
HOMO = -0.26823 hartree

The geometry in XYZ format:
```
107
C40H54BrGeN3O2S4SbTa wB97M-V/def2-TZVPD
Ta 0.041 -1.609 0.282
O 1.775 -2.651 0.688
N 2.963 -2.484 0.121
C 3.873 -3.469 0.329
C 5.113 -3.369 -0.222
C 5.418 -2.233 -0.993
C 4.481 -1.258 -1.179
C 3.192 -1.371 -0.612
S 1.961 -0.208 -0.763
H 3.510 -4.283 0.939
H 5.831 -4.157 -0.055
H 6.399 -2.128 -1.437
H 4.689 -0.374 -1.765
C 1.054 4.161 -4.557
C 1.099 2.874 -3.739
C 2.550 2.414 -3.589
C 0.344 1.769 -4.489
Sb 0.197 2.927 -1.738
C 1.619 4.196 -0.614
C 2.291 5.326 -1.390
C 0.884 4.793 0.587
C 2.695 3.256 -0.066
C -1.530 4.259 -1.971
C -1.250 5.703 -2.376
C -2.422 3.597 -3.024
C -2.300 4.252 -0.645
H 1.635 4.029 -5.478
H 1.468 5.019 -4.027
H 0.035 4.412 -4.857
H 2.966 2.211 -4.584
H 2.627 1.495 -3.004
H 3.186 3.165 -3.120
H 0.800 1.614 -5.475
H -0.707 2.009 -4.649
H 0.385 0.818 -3.950
H 1.576 6.024 -1.826
H 2.927 4.959 -2.195
H 2.934 5.900 -0.709
H 0.217 5.606 0.302
H 1.619 5.205 1.290
H 0.295 4.046 1.130
H 3.267 2.762 -0.853
H 2.266 2.470 0.562
H 3.398 3.830 0.551
H -0.844 5.790 -3.383
H -0.563 6.200 -1.692
H -2.191 6.269 -2.351
H -1.964 3.601 -4.015
H -3.367 4.149 -3.101
H -2.666 2.565 -2.760
H -1.795 4.817 0.136
H -2.481 3.240 -0.277
H -3.276 4.726 -0.809
N -2.217 0.845 0.166
C -1.380 0.050 0.117
Br 2.877 -0.296 2.799
C 1.375 0.795 3.195
C 1.557 1.799 4.132
C 0.457 2.575 4.452
C -0.751 2.307 3.832
C -0.812 1.285 2.902
N 0.244 0.531 2.569
H 2.523 1.955 4.587
H 0.547 3.373 5.178
H -1.639 2.884 4.049
H -1.729 1.062 2.376
O -1.142 -2.632 1.396
C -1.206 -3.456 2.559
C -0.965 -2.574 3.763
C 0.226 -2.232 4.337
C 0.088 -1.243 5.348
C -1.206 -0.849 5.506
S -2.258 -1.679 4.453
C -0.170 -4.564 2.431
C 0.545 -5.193 3.409
C 1.313 -6.285 2.917
C 1.141 -6.471 1.579
S 0.058 -5.334 0.913
C -2.556 -4.146 2.643
C -3.012 -4.866 3.710
C -4.254 -5.500 3.452
C -4.704 -5.252 2.190
S -3.633 -4.247 1.323
H 1.171 -2.659 4.036
H 0.913 -0.842 5.919
H -1.595 -0.120 6.198
H 0.516 -4.897 4.446
H 1.953 -6.900 3.532
H 1.591 -7.223 0.950
H -2.474 -4.939 4.645
H -4.784 -6.109 4.169
H -5.618 -5.592 1.731
C -3.683 -1.864 -1.201
Ge -2.193 -2.632 -2.198
C -2.412 -4.568 -2.303
C -2.355 -1.839 -3.977
C -0.413 -2.152 -1.508
H -4.588 -2.412 -1.474
H -3.799 -0.818 -1.482
H -3.567 -1.899 -0.122
H -3.379 -4.803 -2.753
H -2.373 -5.017 -1.310
H -1.628 -5.017 -2.913
H -3.362 -1.985 -4.370
H -1.639 -2.261 -4.684
H -2.165 -0.767 -3.900
H 0.344 -2.189 -2.292
```



The following is a quantum chemistry calculation of a 2-piece molecular cluster, C2H3O3S2 overall at a distorted geometry, from the OMol25 dataset.

Values from the calculation:
Energy above the lowest of the compared OMol25 structures with the same formula, charge and spin = 47.1 kcal/mol
Lowest unoccupied orbital energy = 3.21 eV
HOMO-LUMO gap = 5.368 eV
HOMO = -0.07941 hartree
Total charge = -1

The geometry in XYZ format:
```
10
C2H3O3S2 wB97M-V/def2-TZVPD
C -1.303 2.127 -0.690
C -0.120 -0.872 -0.339
O -2.025 1.575 -1.359
O -0.767 2.805 0.041
O 0.425 0.392 -0.634
S 1.364 -2.408 2.141
S 0.807 -2.194 -0.078
H -1.157 -0.715 0.000
H 1.330 0.400 -1.164
H 1.446 -1.110 2.084
```



The following is a quantum chemistry calculation of a 2-piece molecular cluster, Br5HSi2 overall at a distorted geometry, from the OMol25 dataset.

Values from the calculation:
Energy above the lowest of the compared OMol25 structures with the same formula, charge and spin = 65.4 kcal/mol
Lowest unoccupied orbital energy = -2.87 eV
HOMO-LUMO gap = 6.775 eV
HOMO = -0.35429 hartree

The geometry in XYZ format:
```
8
Br5HSi2 wB97M-V/def2-TZVPD
Si -0.293 1.023 -0.755
Si 0.611 -0.836 0.479
Br -0.432 3.083 0.064
Br -3.468 0.192 -0.790
Br -0.718 -2.341 1.344
Br 2.112 -2.077 -0.650
Br 1.688 0.096 2.294
H 0.500 0.860 -1.987
```



The following is a quantum chemistry calculation of C4H10N2O as an isolated structure at a distorted geometry, from the OMol25 dataset.

Values from the calculation:
Energy above the lowest of the compared OMol25 structures with the same formula, charge and spin = 77.6 kcal/mol
Lowest unoccupied orbital energy = 0.79 eV
HOMO-LUMO gap = 9.290 eV
HOMO = -0.31249 hartree

The geometry in XYZ format:
```
17
C4H10N2O wB97M-V/def2-TZVPD
C -1.881 -0.623 0.776
C -0.776 0.400 0.775
O -1.189 1.609 0.254
N 0.119 0.479 1.791
H -0.708 2.309 0.716
H 0.141 -0.374 2.339
H -2.601 -0.381 1.563
H -1.483 -1.620 0.957
H -2.408 -0.612 -0.176
C 1.477 -0.402 -2.123
C 1.411 -0.067 -0.672
N 2.151 0.255 0.222
H 1.168 0.541 1.329
H 0.127 -0.056 -0.288
H 2.505 -0.345 -2.478
H 1.089 -1.408 -2.292
H 0.857 0.295 -2.691
```



The following is a quantum chemistry calculation of C10H25N3NiO2S2 as an isolated structure at a distorted geometry, from the OMol25 dataset.

Values from the calculation:
Energy above the lowest of the compared OMol25 structures with the same formula, charge and spin = 0.0 kcal/mol
Lowest unoccupied orbital energy (spin up / spin down) = -5.92 / -8.08 eV
HOMO-LUMO gap (spin up / spin down) = 8.254 / 6.085 eV
HOMO (spin up / spin down) = -0.52071 / -0.52071 hartree
2S+1 = 3
Total charge = +2

The geometry in XYZ format:
```
43
C10H25N3NiO2S2 wB97M-V/def2-TZVPD
Ni -0.220 0.016 -0.242
S -0.835 2.199 -0.326
S -0.729 -2.215 -0.209
C -2.666 2.323 -0.385
C -0.477 2.378 -2.101
C -0.873 1.160 -2.907
N -0.287 -0.054 -2.275
C -0.815 -1.328 -2.841
C -0.364 -2.481 -1.968
H 0.607 2.541 -2.144
H -0.992 3.284 -2.427
H -0.515 1.251 -3.945
H -1.967 1.051 -2.941
H -0.450 -1.459 -3.873
H -1.914 -1.274 -2.880
H 0.727 -2.597 -2.008
H -0.836 -3.428 -2.242
C -2.553 -2.431 -0.255
H 0.738 -0.035 -2.394
H -3.079 -1.667 -0.834
H -2.910 -2.410 0.781
H -2.779 -3.421 -0.665
H -3.026 2.351 0.649
H -3.150 1.495 -0.911
H -2.940 3.270 -0.861
C 4.950 0.195 -1.746
C 5.025 0.255 -0.398
H 4.920 1.107 -2.349
H 4.968 -0.764 -2.271
H 5.062 1.212 0.124
H 5.073 -0.649 0.211
C 2.146 -0.267 4.480
O 2.564 -0.136 3.111
C 1.612 -0.066 2.185
O 1.901 0.037 0.976
N 0.352 -0.141 2.669
N -0.763 0.032 1.756
H 1.636 0.629 4.854
H 3.077 -0.365 5.005
H 1.550 -1.169 4.663
H 0.151 -0.049 3.678
H -1.464 -0.701 1.937
H -1.281 0.894 1.983
```



The following is a quantum chemistry calculation of C4H10N2O as an isolated structure at a distorted geometry, from the OMol25 dataset.

Values from the calculation:
Energy above the lowest of the compared OMol25 structures with the same formula, charge and spin = 125.6 kcal/mol
Lowest unoccupied orbital energy = 0.87 eV
HOMO-LUMO gap = 8.362 eV
HOMO = -0.27525 hartree

The geometry in XYZ format:
```
17
C4H10N2O wB97M-V/def2-TZVPD
C 3.067 -0.499 -0.365
C 2.198 0.412 0.005
C -2.157 0.481 -0.545
C 0.753 0.592 -0.316
N -1.535 -0.258 0.458
N -0.433 -0.856 0.057
O 0.252 1.872 0.188
H 4.060 -0.328 -0.036
H 2.800 -1.306 -1.003
H 2.745 1.242 0.570
H -1.724 1.455 -0.779
H -2.047 0.028 -1.561
H -3.242 0.544 -0.271
H 0.568 0.668 -1.373
H -1.656 0.181 1.381
H -0.054 -1.248 0.969
H 0.985 2.360 0.513
```